Molecular formula: C13H27FIInN3O2
Method: DFT, ωB97M-V/def2-TZVPD

Element x y z (Å)
C: 2.3903 -0.8538 1.7200
C: 1.4449 -0.1092 1.8937
In: 0.0211 1.5360 2.3046
F: -0.7749 1.1524 4.1317
I: 1.3197 4.0082 2.1596
C: -1.6387 1.5371 0.8526
C: -2.8348 0.6882 1.3253
C: -4.0411 1.5101 1.8018
C: -5.3689 0.8802 1.3165
C: -6.4647 0.8402 2.3906
N: -7.5344 -0.1195 2.0635
H: 3.2805 -1.3684 1.5524
H: -1.2236 1.0590 -0.0219
H: -1.9096 2.5428 0.5531
H: -2.5062 0.0772 2.1532
H: -3.1126 0.0296 0.5167
H: -3.9803 2.5221 1.4417
H: -4.0690 1.4879 2.8797
H: -5.2089 -0.1393 1.0107
H: -5.7096 1.4614 0.4697
H: -6.9186 1.8131 2.5064
H: -5.9862 0.5081 3.2976
H: -7.8887 0.0841 1.1425
H: -7.1234 -1.0401 2.0681
C: 1.0614 -1.6853 -2.0178
C: -0.4418 -1.5541 -1.9581
O: -1.0244 -1.3561 -0.9113
N: -1.1376 -1.6588 -3.1324
C: -0.6165 -1.8869 -4.4645
H: 1.4597 -1.5722 -1.0133
H: 1.3472 -2.6660 -2.4029
H: 1.4914 -0.9074 -2.6502
H: -2.1327 -1.5573 -3.0184
H: -0.8913 -1.0557 -5.1183
H: -1.0397 -2.8061 -4.8772
H: 0.4639 -1.9758 -4.4473
C: 6.7104 -0.4918 -1.8735
C: 5.6019 -0.5542 -0.8464
O: 4.5618 -1.1550 -1.0485
N: 5.7962 0.1024 0.3277
C: 6.9507 0.8696 0.7512
H: 6.4024 -1.0554 -2.7483
H: 6.9014 0.5401 -2.1704
H: 7.6269 -0.9314 -1.4774
H: 5.0108 0.0382 0.9586
H: 7.3627 0.4413 1.6672
H: 6.6522 1.8995 0.9545
H: 7.7208 0.8710 -0.0127

For the gap between HOMO and LUMO, the calculation gives 7.4271 eV. The total charge is -1. The LUMO energy comes out at 2.49 eV.

Löwdin population analysis, charges in e, atoms 1 to 8: -0.097 -0.220 0.349 -0.530 -0.028 -0.284 -0.295 -0.196

---

Molecular formula: C13H27IN6Ru
Method: DFT, ωB97M-V/def2-TZVPD

Element x y z (Å)
Ru: 0.0286 0.3784 0.0450
C: 0.9404 -0.5656 3.1202
C: -0.3473 -1.3903 2.8927
N: -1.1468 -0.7294 1.8284
C: -2.1896 -1.5806 1.1758
C: -1.7930 -1.9433 -0.3297
N: -1.6161 -0.6402 -1.0542
C: -1.7243 -0.7041 -2.5648
C: -0.4355 -1.2287 -3.1423
C: 0.6690 -0.1414 -3.1475
N: 1.4272 0.1854 -1.8337
C: 2.6305 -0.6921 -1.6234
C: 3.0238 -0.6075 -0.1526
N: 1.7578 -0.8237 0.6926
C: 2.0881 -0.8480 2.1160
H: 0.6683 0.5096 3.0503
H: 1.4050 -0.9042 4.0316
H: -0.0693 -2.3352 2.5793
H: -0.8998 -1.5026 3.7753
H: -1.6751 0.0671 2.2259
H: -2.2156 -2.4942 1.7741
H: -3.1253 -1.0634 1.1554
H: -0.8717 -2.5362 -0.3539
H: -2.7557 -2.4575 -0.6626
H: -2.4900 -0.0686 -0.8064
H: -2.5837 -1.2857 -2.9047
H: -1.7888 0.3109 -2.9464
H: -0.1236 -2.1993 -2.6000
H: -0.6316 -1.4543 -4.2060
H: 1.3805 -0.3977 -3.9102
H: 0.1774 0.7571 -3.6127
H: 1.8395 1.1269 -1.9465
H: 2.5320 -1.7143 -1.9384
H: 3.5089 -0.2632 -2.1658
H: 3.6862 -1.4660 0.1458
H: 3.4399 0.3953 0.0839
H: 1.4051 -1.7821 0.4801
H: 2.5292 -1.8355 2.2502
H: 2.8173 -0.0577 2.3452
I: -2.8019 5.9205 -0.3847
C: -1.5784 4.3978 0.2631
C: -0.6755 4.3831 1.3328
N: -0.1739 3.2031 1.4493
N: -0.6560 2.3434 0.5550
C: -1.4896 3.1315 -0.2579
H: -0.5664 5.1873 2.0706
H: 0.3880 2.8445 2.2161
H: -1.9182 2.5706 -1.1103

Its relative energy (zero: lowest compared OMol25 entry of this formula, charge and spin) is 1.77 kcal per mole. For the gap between HOMO and LUMO (alpha / beta), the calculation gives 8.5600 / 4.7437 eV. The total charge is +3. The LUMO energy (alpha / beta) comes out at -8.66 / -12.43 eV. Its spin multiplicity is 6.

Löwdin population analysis, charges in e, atoms 1 to 8: 1.580 -0.128 -0.159 -0.135 -0.138 -0.150 -0.180 -0.182

---

Molecular formula: C13H27LiN3O2V
Method: DFT, ωB97M-V/def2-TZVPD

Element x y z (Å)
N: -1.4057 -0.6912 1.4793
C: -2.1947 0.1797 2.1555
O: -3.1774 -0.2414 2.9436
Li: -2.8133 -1.6825 2.1934
V: -0.1134 -0.1539 0.3511
N: -0.9832 0.4581 -1.2344
N: 1.5960 -0.9749 -0.0631
C: -2.4349 0.6436 -1.5022
C: 2.6200 -1.3150 0.9323
C: -3.0982 -0.7199 -1.3575
C: -2.7128 1.1397 -2.8915
C: -2.9816 1.6930 -0.5408
C: 3.2398 -2.6663 0.6898
C: 3.6906 -0.2832 0.8393
C: 1.9692 -1.3832 2.3111
H: -2.6622 -1.3935 -2.1255
H: -4.1577 -0.5866 -1.5601
H: -2.9557 -1.1676 -0.3739
H: -2.3055 2.1352 -3.0374
H: -3.7634 1.1641 -3.0455
H: -2.2514 0.4279 -3.6374
H: -3.0291 1.3700 0.5146
H: -4.0047 1.9446 -0.8846
H: -2.3192 2.6024 -0.6273
H: 2.4449 -3.4465 0.5546
H: 3.8599 -2.9154 1.5722
H: 3.8959 -2.6250 -0.2141
H: 4.2653 -0.3597 -0.0982
H: 4.3974 -0.4404 1.6978
H: 3.2817 0.7642 0.9104
H: 1.5991 -0.3675 2.5777
H: 2.7488 -1.6431 3.0303
H: 1.1925 -2.1439 2.2663
C: 1.9100 -1.2727 -1.4402
H: 0.9932 -1.2523 -2.0347
H: 2.6503 -0.5780 -1.9180
H: 2.3280 -2.3094 -1.5575
C: -0.0273 1.2321 -2.0494
H: -0.4160 2.3002 -2.3164
H: 0.9062 1.3249 -1.5822
H: 0.0659 0.7050 -3.0542
C: -0.2851 2.1186 2.3815
C: 0.4314 1.5867 1.1716
O: 1.3755 2.1183 0.5147
H: -1.2089 1.5353 2.5927
H: -0.5555 3.1894 2.2061
H: 0.3953 1.9801 3.2599

For the gap between HOMO and LUMO (alpha / beta), the calculation gives 4.8709 / 4.8677 eV. The total charge is +2. The LUMO energy (alpha / beta) comes out at -10.77 / -10.79 eV.

Löwdin population analysis, charges in e, atoms 1 to 8: -0.112 -0.189 -0.013 0.757 0.972 -0.104 -0.113 -0.646

---

Molecular formula: C13H27MnN2O5
Method: DFT, ωB97M-V/def2-TZVPD

Element x y z (Å)
C: 4.7049 -1.2288 1.7882
C: 4.8418 -0.1280 0.7339
O: 4.5515 -0.6163 -0.5813
C: 3.1671 -0.6558 -0.8186
C: 2.7285 0.5449 -1.7056
O: 1.3690 0.3147 -2.0750
C: 0.4981 1.3420 -1.7482
N: -0.2308 1.1437 -0.4439
O: -0.0212 -0.1601 -0.0186
C: -1.2449 -0.7660 0.4247
C: -2.3935 -0.7293 -0.5963
C: -3.2303 0.6013 -0.5167
C: -3.4108 -1.8894 -0.3118
C: -4.1247 -1.6651 1.0521
C: -2.7945 -3.2890 -0.4643
C: 0.3102 2.1138 0.5195
N: -0.3510 3.4093 0.2615
C: -0.0238 1.7766 1.9860
O: -1.0958 2.0097 2.3988
O: 0.8529 1.2585 2.7880
H: 5.3190 -2.0805 1.4725
H: 3.6571 -1.5517 1.8295
H: 5.0305 -0.9155 2.7854
H: 5.8443 0.3115 0.6884
H: 4.1505 0.7077 0.9583
H: 2.5543 -0.5923 0.0937
H: 2.8435 -1.5734 -1.3283
H: 3.4110 0.5980 -2.5634
H: 2.8832 1.4486 -1.0953
H: -0.2643 1.3960 -2.5441
H: 1.0477 2.3003 -1.7777
H: -0.9835 -1.7934 0.6945
H: -1.5774 -0.3038 1.3682
H: -1.9832 -0.8055 -1.6133
H: -3.1817 0.9514 0.5235
H: -4.2647 0.4488 -0.8306
H: -2.7070 1.3428 -1.1359
H: -4.1812 -1.7801 -1.0887
H: -4.3968 -2.5903 1.5672
H: -3.5296 -1.0533 1.7422
H: -5.0228 -1.0659 0.8584
H: -2.4778 -3.4858 -1.4958
H: -2.0006 -3.5174 0.2543
H: -3.6022 -4.0125 -0.2737
H: 1.3998 2.2661 0.4405
H: -1.3219 3.1580 0.0306
H: 0.0886 3.8585 -0.5457
Mn: -0.8376 4.9470 -1.6870

Its relative energy (zero: lowest compared OMol25 entry of this formula, charge and spin) is 10.47 kcal per mole. For the gap between HOMO and LUMO (alpha / beta), the calculation gives 5.5206 / 5.4581 eV. The total charge is +1. The LUMO energy (alpha / beta) comes out at -6.40 / -6.47 eV. Its spin multiplicity is 6.

Löwdin population analysis, charges in e, atoms 1 to 8: -0.064 -0.261 -0.137 -0.203 -0.150 -0.085 -0.193 -0.072

---

Max |F| for every record listed, in sequence, given in hartree/bohr: 0.0273, 0.0633, 0.1974, 0.0692.
Calculated total energy for every record listed, in sequence, given in hartree: -1414.05123, -1231.52320, -1777.04994, -2147.65672.